Record 1
C4H11N3O2 | ωB97M-V with the def2-TZVPD basis set

## Properties
Charge ... +1
2S+1 ... 2
⟨S²⟩ ... 0.76
Kohn-Sham gap (alpha / beta) ... 9.479 / 5.294 eV

Last column: Mulliken spin population.
Geometry (Å):
1 O -1.275764 3.330779 -0.159640  0.000
2 O 0.240280 2.832509 -1.773186  0.000
3 N 1.662540 -1.819237 0.882075  0.647
4 N 0.181599 -2.184067 2.563262  0.210
5 N -0.703543 -2.263666 0.451329  0.074
6 C -1.462315 1.291699 -1.432189  0.001
7 C -0.792574 2.550473 -0.919478  0.000
8 C 0.405414 -2.110943 1.236590  -0.008
9 C 1.906243 -1.463113 -0.478343  -0.013
10 H -1.549973 -1.875243 0.830987  0.000
11 H 1.102580 -1.006024 -1.053493  0.001
12 H 2.619915 -0.608209 -0.399208  0.040
13 H 2.413222 -2.293463 -0.966988  0.064
14 H -0.758238 0.472838 -1.275678  0.000
15 H 0.759519 -1.596352 3.159918  -0.006
16 H -2.322199 1.034526 -0.803164  0.000
17 H -1.922654 1.604964 -2.366246  0.000
18 H 1.083575 3.166908 -1.512983  0.000
19 H -0.486496 -2.745516 -0.405392  -0.001
20 H -0.760172 -2.121188 2.942818  -0.007

Forces on atoms 1 to 3 (eV/Å):
O 0.6 -0.2 0.7
O -0.5 -1.3 -0.7
N 0.1 -0.6 -0.6


Record 2
C8H12B3CaF12O6 | ωB97M-V with the def2-TZVPD basis set

## Properties
Charge ... -1
2S+1 ... 1
Kohn-Sham gap ... 10.373 eV

Last column: Löwdin charge in e.
Geometry (Å):
1 Ca -2.992139 0.432236 1.847004  1.741
2 F -3.974980 -2.301589 2.115637  0.061
3 F -4.898328 1.215534 4.142925  0.121
4 F -2.899582 -2.049116 0.235139  0.098
5 F -2.930169 2.193617 4.255717  0.069
6 F -4.524053 2.710087 5.787885  0.137
7 F -4.232632 2.877222 0.387406  0.117
8 F -3.557975 -4.156218 0.905613  0.219
9 F -6.201015 3.238948 -0.769753  0.107
10 F -3.476733 0.736687 5.773310  0.220
11 F -5.395387 1.175548 -0.033467  0.115
12 F -4.521160 2.159847 -1.771304  0.129
13 F -1.895988 -2.893153 1.824713  0.180
14 O 0.994282 -0.102314 2.766477  0.077
15 O 1.180883 -0.128373 -2.886181  0.094
16 O 2.843095 -1.127453 1.818717  0.102
17 O 3.184213 0.679274 2.931694  0.064
18 O -0.314749 0.631837 -1.384319  0.163
19 O -0.111947 1.510534 -3.370936  0.117
20 C 1.430143 -1.219355 -4.953456  -0.020
21 C 4.240070 -1.121778 1.980766  -0.313
22 C 2.241303 -0.206929 2.532301  -0.486
23 C 4.451506 0.320857 2.479083  -0.107
24 C 0.359746 1.063131 -4.635003  -0.097
25 C 0.204792 0.662346 -2.456410  -0.634
26 C 1.478314 0.149941 -4.261647  -0.298
27 C 4.867248 -1.314528 0.651343  -0.035
28 B -3.083431 -2.966361 1.243843  -1.472
29 B -5.098557 2.402401 -0.552923  -1.398
30 B -3.975190 1.691920 5.039846  -1.468
31 H 2.399649 0.714736 -4.403932  0.153
32 H 5.035083 0.396495 3.396574  0.134
33 H 0.490406 -1.746631 -4.789184  0.097
34 H 1.602150 -1.143081 -6.027092  0.080
35 H 4.763600 -2.347231 0.318319  0.088
36 H 4.898606 1.006213 1.759010  0.134
37 H 5.946045 -1.181304 0.732122  0.092
38 H 0.782450 1.842224 -5.269392  0.134
39 H -0.487195 0.698067 -5.215965  0.143
40 H 4.457554 -0.714255 -0.161002  0.100
41 H 4.475964 -1.892014 2.715079  0.163
42 H 2.244104 -1.898023 -4.698553  0.080

Forces on atoms 1 to 3 (eV/Å):
Ca -1.5 -0.3 0.1
F -1.2 1.1 1.1
F -1.2 -1.1 -1.8


Record 3
C49H120N8O11 | ωB97M-V with the def2-TZVPD basis set

## Properties
Charge ... +6
2S+1 ... 1
Kohn-Sham gap ... 6.192 eV

Last column: Löwdin charge in e.
Geometry (Å):
1 O 7.559914 -2.524214 0.044238  0.188
2 O 2.004259 -1.183820 -5.496536  -0.172
3 O 3.197705 -4.534159 -1.654176  -0.025
4 O 2.223078 0.717516 2.297922  -0.306
5 O 0.247876 -6.774626 4.167604  0.141
6 O 4.739164 3.554039 -0.799237  0.143
7 O -5.182625 -1.725809 0.678197  -0.226
8 O 1.457312 -3.776971 -0.583962  0.048
9 O 1.933227 -5.887311 -0.499618  0.030
10 O 1.701237 0.554970 6.605679  0.156
11 O -1.398613 4.937132 0.652608  -0.235
12 N -7.327867 -2.719619 -1.459525  -0.235
13 N 2.793733 -0.504570 4.764312  0.100
14 N 4.865949 -1.418246 -4.089425  -0.243
15 N -2.990891 1.761552 -1.656000  -0.204
16 N 1.506258 -5.723045 2.419884  0.104
17 N -1.072679 3.481033 3.555324  -0.204
18 N 6.320901 -1.674573 1.914655  0.117
19 N 3.721446 2.969483 1.397138  0.094
20 C 0.944226 -0.523429 -6.083160  -0.094
21 C 7.389275 -1.569144 0.781709  -0.334
22 C -7.387608 -2.487818 0.130112  -0.024
23 C -2.254212 2.650534 2.910054  0.042
24 C 5.353273 0.752905 -2.638802  -0.055
25 C 5.139600 2.976764 1.894309  0.019
26 C 1.999770 -1.795849 5.119261  0.046
27 C -4.121781 2.070956 -2.703747  -0.055
28 C 5.265516 0.104660 -4.027304  -0.120
29 C -6.815229 -4.173298 -1.766880  -0.136
30 C -3.940480 -1.807175 1.495465  -0.045
31 C 4.896490 -1.863278 -5.574022  0.076
32 C -1.702327 4.753339 4.221297  -0.116
33 C -1.114076 1.663778 5.509218  -0.031
34 C 2.271731 -0.814020 -4.163963  -0.169
35 C -2.295905 0.324981 -1.906373  -0.060
36 C 2.571647 0.644694 5.751998  -0.298
37 C -1.933776 2.918879 -1.605928  -0.057
38 C -0.524525 1.392094 -3.200323  -0.197
39 C -6.471349 -1.717551 -2.165024  -0.015
40 C -7.246482 -4.757018 -3.112814  -0.054
41 C 7.288423 -2.211932 -3.570809  -0.045
42 C -0.019630 3.944665 2.504470  -0.064
43 C -6.083765 -2.803384 0.903392  -0.196
44 C -6.270083 3.397336 -3.382236  -0.077
45 C -5.305246 3.062682 -2.267346  -0.225
46 C -1.620953 0.351423 -3.274471  -0.158
47 C 2.437506 4.028062 -0.701734  0.022
48 C 4.945801 -1.195124 1.261202  0.053
49 C -9.536020 -1.168239 -1.717374  -0.052
50 C -0.314027 2.481140 4.484874  -0.159
51 C -3.565886 1.611375 -0.210926  0.015
52 C 0.190936 -0.448590 1.803133  -0.052
53 C 0.534072 -6.742738 2.946150  -0.347
54 C 5.760672 -2.328308 -3.249864  -0.136
55 C 8.193301 -0.281323 0.775517  0.045
56 C -8.805610 -2.489627 -2.033138  -0.114
57 C 2.181887 -4.804989 -0.973204  -0.907
58 C 3.467989 -1.664305 -3.515861  -0.064
59 C 1.349648 0.332150 1.286374  -0.617
60 C -1.660821 6.105170 -0.155877  -0.046
61 C 3.720749 3.538098 -0.087451  -0.271
62 C 1.942520 -0.334800 0.056154  -0.054
63 C 0.961588 -4.299379 2.409170  0.005
64 C 0.161120 -7.750865 1.936119  0.033
65 C -0.727892 5.754416 4.917710  -0.030
66 C -0.348585 5.184496 1.602694  -0.167
67 C -1.076984 2.818292 -2.973666  -0.112
68 C 3.266738 2.004784 5.386138  0.040
69 H 1.193902 -0.621334 -0.682463  0.071
70 H -6.380428 -2.027001 -3.206218  0.110
71 H 1.430421 -0.991762 -3.494103  0.106
72 H 7.866623 -2.917079 -2.973694  0.088
73 H 5.289451 4.009062 2.210551  0.127
74 H -7.760814 -1.486435 0.344706  0.125
75 H -5.871295 2.524594 -1.506988  0.097
76 H 5.417232 -3.320429 -3.542829  0.142
77 H 1.656252 -5.873236 1.432440  0.091
78 H -4.402908 0.916448 -0.143351  0.102
79 H -8.301508 -5.027810 -3.153910  0.097
80 H 0.568733 5.364376 1.042094  0.109
81 H 4.364192 1.184196 -2.484444  0.052
82 H 5.123692 -0.140506 1.471547  0.079
83 H 0.930582 1.272788 0.929036  0.090
84 H 6.245096 -2.638866 2.205329  0.169
85 H -0.543457 0.943696 6.095707  0.073
86 H -9.177583 -0.310017 -2.285790  0.078
87 H -5.720868 -3.825024 0.790919  0.128
88 H -0.445718 0.093233 2.502559  0.052
89 H -1.872767 0.995997 5.101110  0.080
90 H 2.399720 3.824538 -1.771898  0.104
91 H -3.674955 -2.836529 1.736344  0.089
92 H 1.717831 -3.219986 -1.321186  0.075
93 H 2.764683 2.540263 4.580347  0.060
94 H -2.328057 0.528795 -4.084806  0.132
95 H 4.101585 -1.487784 1.885492  0.071
96 H 5.868939 2.603166 1.175580  0.095
97 H 4.382434 -1.059594 -6.101225  0.106
98 H 2.485344 0.254388 -4.195146  0.111
99 H -6.898794 -0.756106 -1.880405  0.101
100 H 0.095430 3.023446 1.933293  0.098
101 H 7.585085 0.611736 0.919071  0.072
102 H 2.679517 -0.158962 3.822179  0.070
103 H -7.093453 3.965119 -2.948892  0.098
104 H 6.069412 1.574384 -2.659017  0.097
105 H 5.661640 -2.135683 -2.181600  0.093
106 H -2.454990 5.140002 3.534209  0.137
107 H -5.447660 -1.758945 -1.792941  0.076
108 H 8.989441 -0.335694 1.518010  0.121
109 H -9.342997 -3.311496 -1.560017  0.136
110 H -3.117768 2.620017 3.574453  0.116
111 H -9.585065 -0.922638 -0.656541  0.077
112 H -5.735732 3.968144 -4.141670  0.093
113 H -1.126873 -0.596941 -3.485633  0.112
114 H -1.649454 2.343929 6.171685  0.096
115 H 7.871636 -1.336494 -3.285215  0.078
116 H -1.899992 1.623401 2.822694  0.071
117 H -3.104690 -0.399313 -1.809593  0.120
118 H -2.423639 3.881222 -1.457498  0.108
119 H 7.563955 -2.438890 -4.600704  0.086
120 H 0.629851 -4.039972 3.414537  0.088
121 H 3.525908 -1.447352 -2.449239  0.097
122 H 0.194049 -4.173868 1.645483  0.104
123 H 4.976883 2.335736 2.760744  0.082
124 H 0.918075 4.048529 3.050376  0.116
125 H -0.744250 -7.329034 1.499686  0.118
126 H 4.728553 -1.656259 0.297745  0.098
127 H -8.662835 -2.519292 -3.113346  0.124
128 H 6.494601 -1.227519 2.803516  0.166
129 H -2.238254 4.315776 5.063567  0.120
130 H -0.509114 -0.687096 1.002412  0.066
131 H -8.169087 -3.198963 0.397795  0.140
132 H -0.932097 6.084486 -0.966208  0.095
133 H 4.314572 1.793700 5.172660  0.080
134 H 2.199043 -2.649304 4.471181  0.069
135 H 3.248653 3.464294 2.139907  0.148
136 H 0.369235 -1.413454 2.277822  0.069
137 H -0.091832 -8.700160 2.408301  0.118
138 H 1.793718 -3.731070 1.993602  0.079
139 H -10.582629 -1.233680 -2.014747  0.105
140 H 5.969535 -1.810277 -5.758069  0.098
141 H -2.677642 6.022154 -0.539645  0.097
142 H -1.647330 3.173030 -3.832128  0.116
143 H 0.915930 -8.121818 1.242755  0.114
144 H 1.615595 3.504146 -0.213805  0.063
145 H 6.261178 0.144663 -4.469072  0.128
146 H 3.295575 2.563452 6.321640  0.112
147 H 0.964848 -1.560813 4.870690  0.096
148 H 3.765495 -0.778084 4.795426  0.158
149 H 0.160739 1.247032 -2.365171  0.099
150 H -4.120267 -1.320486 2.454062  0.090
151 H 4.469899 -2.854219 -5.729419  0.132
152 H -0.290712 5.309709 5.811694  0.088
153 H -2.707785 1.328465 0.398786  0.071
154 H -0.558425 6.059595 2.217738  0.117
155 H -7.084701 -4.125441 -3.986332  0.081
156 H 2.405785 -5.925011 2.832398  0.191
157 H 1.126629 0.521778 -6.332904  0.099
158 H 4.613237 0.695205 -4.670647  0.127
159 H -2.576870 3.119351 1.980425  0.078
160 H 3.381471 2.021806 1.477323  0.079
161 H -4.967488 3.987350 -1.799350  0.109
162 H -4.429777 1.122017 -3.142781  0.130
163 H -3.547366 2.670630 -3.409834  0.107
164 H 0.086329 -0.506782 -5.410968  0.065
165 H -1.224095 2.706790 -0.806262  0.104
166 H 2.535714 0.420631 -0.459164  0.068
167 H 2.220929 -2.208990 6.103384  0.122
168 H 8.716337 -0.104367 -0.164281  0.113
169 H 0.486106 3.063162 4.942183  0.111
170 H -1.644769 0.247718 -1.035652  0.103
171 H 2.431760 -1.289572 0.248911  0.059
172 H -3.116386 -1.370155 0.931572  0.055
173 H -6.358816 -2.746063 1.956554  0.137
174 H 2.356362 5.115039 -0.704834  0.116
175 H -0.257212 3.517082 -2.807042  0.104
176 H -1.388946 6.516911 5.329684  0.106
177 H -5.745223 -4.022723 -1.623656  0.120
178 H 0.131830 1.804842 3.755536  0.084
179 H -6.572253 -5.594192 -3.293536  0.101
180 H 0.753290 -0.999766 -7.044795  0.120
181 H -3.961345 2.607042 -0.010021  0.096
182 H -6.724471 2.503248 -3.809147  0.085
183 H 0.073085 1.289726 -4.106120  0.095
184 H 5.532658 0.026005 -1.846633  0.055
185 H -7.215166 -4.869299 -1.029489  0.134
186 H -1.557068 7.039479 0.395845  0.107
187 H 3.320252 -2.744200 -3.506437  0.120
188 H -0.031474 6.332061 4.309908  0.078

Forces on atoms 1 to 3 (eV/Å):
O -1.4 2.8 2.7
O 1.3 -1.0 1.1
O -0.2 1.2 -1.0


Record 4
C4H12 | ωB97M-V with the def2-TZVPD basis set

## Properties
2S+1 ... 1
Kohn-Sham gap ... 11.837 eV

Last column: Löwdin charge in e.
Geometry (Å):
1 C 0.119356 2.138587 0.531207  -0.222
2 C -0.827057 -2.371994 -0.439976  -0.174
3 C 0.926891 2.004006 1.750759  -0.235
4 C -0.287528 -1.729524 -1.813038  -0.187
5 H 0.858376 -1.840870 -1.772619  0.067
6 H -1.821003 -2.083496 -0.159620  0.026
7 H 0.139424 3.105746 0.073669  0.048
8 H 2.048096 2.506620 1.850885  0.112
9 H -0.870431 -3.546442 -0.582319  0.094
10 H -0.267398 -2.072664 0.450453  0.045
11 H -0.734527 -2.043651 -2.859806  0.084
12 H -0.453788 -0.596690 -1.888485  0.043
13 H 0.283099 1.299795 -0.319268  0.100
14 H 0.299802 2.357047 2.655588  0.094
15 H -0.881807 1.818804 0.850743  0.062
16 H 1.468501 1.054729 1.671825  0.045

Forces on atoms 1 to 3 (eV/Å):
C -1.0 -2.4 -2.6
C 0.1 -1.8 -2.0
C 4.0 1.1 1.9


Molecular weight (computed, g/mol): 133.151, 504.668, 997.544, 60.140